Formula: C3H6N2S
Source: the Open Molecules 2025 dataset
Level of theory: ωB97M-V/def2-TZVPD

Geometry as ORCA input:
```
! RIJCOSX wB97M-V def2-TZVPD def2/J DEFGRID3
* xyz 0 1
C 0.566 -1.759 0.519
C 0.121 -0.347 0.358
C 0.425 0.295 -0.848
H 0.182 -2.186 -0.443
H -0.134 -2.347 1.306
H 1.662 -2.114 1.031
H 0.072 2.260 -1.670
H -0.454 1.961 0.039
H 1.884 -1.014 -1.681
N -0.110 1.567 -1.027
N 1.225 -0.197 -1.821
S -1.106 0.295 1.324
*
```

The molar mass comes out at 102.16 Da. As for the SMILES: [H]/N=C(/N)C(C)=S. The calculation puts the highest occupied orbital energy at -0.3247 hartree. The calculation puts the electronic energy at -625.500824 a.u. For the max |F|, the calculation gives 7.38 eV/A. The energy above the lowest of the compared OMol25 structures with the same formula, charge and spin comes out at 318.1 kJ/mol.

natural (NBO) population analysis, charges in e, atoms 1 to 4: number 1, C, carries -0.72; number 2, C, carries -0.09; number 3, C, carries 0.30; number 4, H, carries 0.26